P | Density functional theory data (the ωB97M-V functional and the def2-TZVPD basis) for one molecule with the formula C4H5Br2NO.

Last columns: bonded neighbours and bond lengths (Å).
Atoms and positions in Å:
1 C -0.820 0.793 -1.174  C2 1.321, C3 1.516, H9 1.068
2 C -0.090 1.084 -0.112  C1 1.321, N5 1.419, H10 1.101
3 C -1.135 -0.666 -0.914  C1 1.516, O6 1.377, Br7 2.129, H11 1.091
4 C 1.439 -0.356 1.312  N5 1.443, Br8 2.021, H12 1.103, H13 1.116
5 N 0.143 0.026 0.804  C2 1.419, C4 1.443, O6 1.521
6 O -0.254 -1.202 -0.001  C3 1.377, N5 1.521
7 Br -3.039 -0.519 0.027  C3 2.129
8 Br 2.660 -0.702 -0.261  C4 2.021
9 H -1.188 1.528 -1.857  C1 1.068
10 H 0.106 2.083 0.305  C2 1.101
11 H -1.049 -1.152 -1.887  C3 1.091
12 H 1.879 0.433 1.945  C4 1.103
13 H 1.348 -1.349 1.813  C4 1.116

Values from the calculation:
- lowest unoccupied orbital energy (eV) = 0.24
- charge = 0
- Kohn-Sham gap (eV) = 9.353
- structure (SMILES) = BrCN1C=C[C@H](Br)O1

=====

Q | Density functional theory data (the ωB97M-V functional and the def2-TZVPD basis) for one molecule with the formula C4H5Br2NO.

Last columns: bonded neighbours and bond lengths (Å).
Atoms and positions in Å:
1 C 2.566 0.283 1.108  C2 1.626, N5 1.368, O6 1.156
2 C 1.019 0.176 1.597  C1 1.626, C3 1.456, Br7 2.011, H9 1.114
3 C 0.479 0.732 0.365  C2 1.456, C4 1.506, N5 1.765, H10 1.096
4 C -0.499 -0.107 -0.416  C3 1.506, H11 1.057, H12 1.106, H13 1.039
5 N 2.143 0.501 -0.174  C1 1.368, C3 1.765, Br8 1.786
6 O 3.588 0.212 1.644  C1 1.156
7 Br 0.550 1.428 3.099  C2 2.011
8 Br 3.145 1.139 -1.508  N5 1.786
9 H 0.705 -0.886 1.717  C2 1.114
10 H 0.327 1.816 0.433  C3 1.096
11 H -0.409 -0.115 -1.469  C4 1.057
12 H -1.505 0.307 -0.217  C4 1.106
13 H -0.457 -1.086 -0.071  C4 1.039

Values from the calculation:
- lowest unoccupied orbital energy (eV) = -0.04
- charge = 0
- Kohn-Sham gap (eV) = 9.474
- structure (SMILES) = C[C@H]1[C@H](Br)C(=O)N1Br

=====

The most stable arrangement is Q, and the next structure is 0.850 eV less stable.

=====

P | Density functional theory data (the ωB97M-V functional and the def2-TZVPD basis) for a 2-piece molecular cluster, CH5N2O overall.

Last columns: bonded neighbours and bond lengths (Å).
Atoms and positions in Å:
1 C -0.210 -0.917 -0.049  N3 1.441, H5 1.087, H6 1.098, H7 1.110
2 N 0.002 1.382 -0.130  N3 1.400, H8 1.027, H9 1.019
3 N -0.430 0.315 0.667  C1 1.441, N2 1.400
4 O -2.621 0.054 -0.082  no bonds
5 H -0.538 -1.733 0.590  C1 1.087
6 H -0.800 -0.952 -0.974  C1 1.098
7 H 0.857 -1.070 -0.317  C1 1.110
8 H -0.495 1.382 -1.028  N2 1.027
9 H -0.224 2.242 0.366  N2 1.019

Values from the calculation:
- lowest unoccupied orbital energy (spin up / spin down) (eV) = 4.86 / 4.91
- charge = -1
- Kohn-Sham gap (spin up / spin down) (eV) = 7.619 / 6.863

=====

Q | Density functional theory data (the ωB97M-V functional and the def2-TZVPD basis) for a 2-piece molecular cluster, CH5N2O overall.

Last columns: bonded neighbours and bond lengths (Å).
Atoms and positions in Å:
1 O -0.422 -0.514 2.276  H2 1.015, H7 0.966
2 H -0.334 0.031 1.424  O1 1.015
3 N 0.507 -0.761 -1.632  C4 1.301, H6 1.019
4 C 0.113 0.418 -1.248  N3 1.301, N5 1.340, H8 1.100
5 N 0.013 0.919 -0.009  C4 1.340, H9 1.018
6 H 0.934 -1.228 -0.834  N3 1.019
7 H -1.227 -0.988 2.030  O1 0.966
8 H -0.253 1.033 -2.084  C4 1.100
9 H -0.171 1.912 -0.140  N5 1.018

Values from the calculation:
- lowest unoccupied orbital energy (eV) = 4.89
- charge = -1
- Kohn-Sham gap (eV) = 7.748

=====

The most stable arrangement is Q, and the next structure is 5.316 eV less stable.

=====

P | Density functional theory data (the ωB97M-V functional and the def2-TZVPD basis) for an isolated ion of composition C3H10NS and charge +1.

Last columns: bonded neighbours and bond lengths (Å).
Atoms and positions in Å:
1 C 0.507 1.583 0.115  C3 1.589, H6 1.096, H7 1.138, H8 1.085
2 C -1.763 -0.641 -0.201  N4 1.520, H9 1.098, H10 1.020, H11 1.167
3 C 0.922 0.117 -0.337  C1 1.589, N4 1.731, S5 1.779, H12 1.039
4 N -0.386 -0.709 0.439  C2 1.520, C3 1.731, H13 1.044, H14 1.014
5 S 2.435 -0.618 0.242  C3 1.779, H15 1.321
6 H -0.512 1.718 0.493  C1 1.096
7 H 1.155 1.745 1.036  C1 1.138
8 H 0.870 2.115 -0.758  C1 1.085
9 H -1.868 0.425 -0.441  C2 1.098
10 H -1.931 -1.128 -1.082  C2 1.020
11 H -2.564 -1.024 0.557  C2 1.167
12 H 0.803 -0.215 -1.315  C3 1.039
13 H 0.030 -1.656 0.570  N4 1.044
14 H -0.610 -0.193 1.283  N4 1.014
15 H 2.910 -1.518 -0.600  S5 1.321

Values from the calculation:
- lowest unoccupied orbital energy (eV) = -3.21
- charge = +1
- Kohn-Sham gap (eV) = 11.188
- structure (SMILES) = C[NH2+][C@@H](C)S

=====

Q | Density functional theory data (the ωB97M-V functional and the def2-TZVPD basis) for a 2-piece molecular cluster, C3H10NS overall.

Last columns: bonded neighbours and bond lengths (Å).
Atoms and positions in Å:
1 C -0.278 -1.440 -3.884  N2 1.311, H3 1.130, H4 1.061
2 N -0.984 -0.743 -3.026  C1 1.311, H5 1.010, H6 1.065
3 H 0.155 -2.368 -3.407  C1 1.130
4 H -0.109 -0.960 -4.816  C1 1.061
5 H -1.492 0.115 -3.188  N2 1.010
6 H -0.898 -1.114 -2.032  N2 1.065
7 C -0.352 0.135 1.654  C8 1.584, H10 1.088, H11 1.033, H12 1.087
8 C 0.636 1.179 2.321  C7 1.584, S9 1.781, H13 1.066, H14 1.138
9 S 2.013 0.340 3.078  C8 1.781, H15 1.507
10 H -0.868 -0.261 2.526  C7 1.088
11 H 0.010 -0.668 1.113  C7 1.033
12 H -1.006 0.706 1.000  C7 1.087
13 H 1.033 1.786 1.540  C8 1.066
14 H 0.066 1.980 2.894  C8 1.138
15 H 2.074 1.312 4.228  S9 1.507

Values from the calculation:
- lowest unoccupied orbital energy (eV) = -6.37
- charge = +1
- Kohn-Sham gap (eV) = 4.716

=====

The most stable arrangement is P, and the next structure is 0.810 eV less stable.